--- i ---
The following is a quantum chemistry calculation of a molecular structure, C5H9N3, from the OMol25 dataset.

* frontier orbital gap: 10.0702 eV

```
! wB97M-V def2-TZVPD RIJCOSX def2/J DEFGRID3
* xyz 0 1
C -1.13298 -0.49266 -0.00272
C 0.75316 0.69574 -0.22067
C 2.22664 0.11383 -0.15583
C 1.51618 -1.17820 0.10765
C 0.24890 -0.58754 0.46027
H -2.77921 -0.63105 -0.51794
H -2.05844 0.86517 1.08687
H -0.41091 2.52962 -0.48358
H 0.49157 0.24852 -1.20390
H 2.92676 0.51143 0.56647
H 2.80037 0.02689 -1.37596
H 2.01763 -1.87393 0.75246
H 1.09706 -1.44493 -1.01985
H 0.23081 -0.77805 1.66432
N -2.07681 -1.38573 -0.24569
N -1.52261 0.96330 -0.05587
N -0.11302 1.74233 0.21569
*
```

=====

--- ii ---
The following is a quantum chemistry calculation of C5H9N3 in the gas phase, from the OMol25 dataset.

* frontier orbital gap: 8.6200 eV
* SMILES string: CC1=NN(C)C=NC1

```
! wB97M-V def2-TZVPD RIJCOSX def2/J DEFGRID3
* xyz 0 1
C 1.27611 -2.08898 0.58760
C 0.60585 -0.85720 0.04915
N 0.19319 0.19258 0.78060
N -0.74898 1.02336 0.25322
C -0.69284 2.32202 1.13638
C -0.75890 1.02953 -1.02524
N -0.18037 0.06644 -1.90879
C 0.05481 -1.14721 -1.28906
H 1.56062 -1.38154 1.56603
H 1.95115 -2.46081 -0.28212
H 0.43352 -2.95248 0.88267
H -1.40326 3.04877 0.56034
H -0.99102 2.24096 2.09365
H 0.47638 2.55851 0.99267
H -1.71110 1.75882 -1.52549
H 0.77351 -1.76753 -1.84130
H -0.83868 -1.58524 -1.03032
*
```

=====

--- iii ---
The following is a quantum chemistry calculation of C5H9N3 in the gas phase, from the OMol25 dataset.

* frontier orbital gap: 9.5117 eV
* SMILES string: [H]/N=C(/C=C)N(N)C=C

```
! wB97M-V def2-TZVPD RIJCOSX def2/J DEFGRID3
* xyz 0 1
H -1.08789 2.25511 0.40768
N -0.07236 2.20757 0.36915
C 0.33287 0.97802 0.23101
C 1.90079 0.95752 0.06073
C 2.79809 -0.02817 -0.02120
N -0.47658 -0.12431 -0.04174
N 0.06411 -1.40596 -0.19771
C -1.91240 -0.10681 0.18454
C -2.83957 -0.92242 -0.33116
H 2.28947 1.97636 0.09748
H 2.57179 -1.08268 -0.06250
H 3.85798 0.21744 -0.04192
H 0.65444 -1.42306 -1.02567
H 0.61981 -1.65401 0.61878
H -2.24441 0.66842 0.86689
H -2.56461 -1.71853 -1.01571
H -3.89151 -0.79450 -0.09864
*
```

=====

Taking the most stable structure as the zero point, the relative energies in kcal/mol are i 107.7; ii 73.5; iii 0.0.

=====

--- i ---
The following is a quantum chemistry calculation of C5H9N3 in the gas phase, from the OMol25 dataset.

* frontier orbital gap: 9.8147 eV
* SMILES string: C#C/C(=N/C)N(C)N

```
! wB97M-V def2-TZVPD RIJCOSX def2/J DEFGRID3
* xyz 0 1
C 2.92991 -1.15538 0.28596
C 1.73883 -0.96442 0.05856
C 0.32910 -0.68611 -0.15023
N -0.54511 -1.59590 -0.05261
C -1.97226 -1.26397 -0.33241
N -0.01615 0.67174 -0.27157
C -0.65565 1.27524 0.84013
N 0.96413 1.52147 -0.77325
H 3.97463 -1.45479 0.26495
H -2.46794 -2.19389 -0.65847
H -2.07370 -0.45803 -1.08332
H -2.45199 -0.93795 0.64025
H 0.11473 1.63303 1.52961
H -1.20778 2.19347 0.60780
H -1.39491 0.65424 1.41875
H 1.88803 1.14311 -0.54168
H 0.84615 1.61812 -1.78248
*
```

=====

--- ii ---
The following is a quantum chemistry calculation of C5H9N3 in the gas phase, from the OMol25 dataset.

* frontier orbital gap: 9.3549 eV
* SMILES string: N[C@@H]1C=NN2C[C@H]2C1

```
! wB97M-V def2-TZVPD RIJCOSX def2/J DEFGRID3
* xyz 0 1
N -0.30337 2.50207 0.47085
C -0.14042 1.22671 -0.15717
C -1.32825 0.35061 -0.43129
N -1.38783 -0.85352 -0.58170
N -0.08089 -1.35928 -0.59765
C 1.15165 -2.06527 0.11955
C 0.63282 -0.82964 0.63307
C 1.18225 0.53220 0.34856
H -0.32347 2.23661 1.55999
H -0.98962 3.08073 0.07993
H 0.20672 1.60322 -1.11550
H -2.34631 0.80092 -0.50161
H 1.26044 -3.02524 0.73318
H 2.14092 -2.03511 -0.46318
H -0.19911 -1.01571 1.27171
H 1.88815 1.00002 1.01528
H 1.77859 0.04201 -0.69656
*
```

=====

Taking the most stable structure as the zero point, the relative energies in kcal/mol are i 0.0; ii 66.5.

=====

--- i ---
The following is a quantum chemistry calculation of C5H9N3 in the gas phase, from the OMol25 dataset.

* frontier orbital gap: 8.5752 eV
* SMILES string: NCc1[nH]ccc1N

```
! wB97M-V def2-TZVPD RIJCOSX def2/J DEFGRID3
* xyz 0 1
N -0.78537 -2.09637 1.29266
C -0.16639 -0.71171 1.44314
C 0.05420 0.23869 0.36987
N -0.54519 1.45075 0.47984
C -0.41831 2.17496 -0.59010
C 0.26202 1.26033 -1.44492
C 0.52698 0.00554 -0.80554
N 1.04436 -1.10631 -1.37002
H -0.52199 -2.31658 0.32858
H -1.79179 -1.98756 1.07060
H -0.78401 -0.28055 2.22088
H 0.67711 -0.84882 2.06324
H -0.69061 1.92438 1.34486
H -0.57798 3.34553 -0.61996
H 0.49511 1.46698 -2.60433
H 1.25442 -1.04178 -2.59671
H 1.96744 -1.47748 -0.58210
*
```

=====

--- ii ---
The following is a quantum chemistry calculation of a molecular structure, C5H9N3, from the OMol25 dataset.

* frontier orbital gap: 10.0820 eV

```
! wB97M-V def2-TZVPD RIJCOSX def2/J DEFGRID3
* xyz 0 1
C 1.13471 -0.94634 0.43757
C 0.19042 -0.25709 -0.54805
C 0.58012 1.56997 0.29422
C -0.68325 0.71274 0.22754
C -0.99784 -1.25531 -1.05205
H 1.54206 -0.45010 1.29375
H 1.72596 -1.67962 -0.01952
H 0.51439 -1.73866 0.83548
H 0.76502 1.60119 -1.67433
H 0.40970 2.46613 0.26909
H 1.36394 1.75352 1.12732
H -1.26480 1.04262 -0.57532
H -2.35442 0.02759 1.08876
H -0.83467 -2.25905 -1.67983
N 1.20830 1.04000 -0.84639
N -1.59422 -0.30890 0.81656
N -1.70540 -1.31869 0.00519
*
```

=====

--- iii ---
The following is a quantum chemistry calculation of C5H9N3 in the gas phase, from the OMol25 dataset.

* frontier orbital gap (spin up / spin down): 5.1727 / 5.1831 eV

```
! wB97M-V def2-TZVPD RIJCOSX def2/J DEFGRID3
* xyz 0 1
C -0.69640 0.09989 0.25119
C 1.63006 0.02392 -0.27959
C -1.91796 0.35001 -0.31180
C 2.81876 0.10238 0.20573
C 0.16728 -0.84790 -1.88817
N 0.41163 -0.23083 -0.59993
N -0.34616 0.11087 1.53987
N -1.33471 0.42065 2.45832
H -2.76846 0.53611 0.31637
H -2.10275 0.36209 -1.36694
H 3.19107 -0.61110 0.93480
H 3.51909 0.87416 -0.08433
H -0.49001 -0.21934 -2.49049
H 1.11249 -0.98843 -2.41430
H -0.31216 -1.81693 -1.74204
H -1.99876 1.13284 2.14914
H -0.88302 0.70160 3.32215
*
```

=====

--- iv ---
The following is a quantum chemistry calculation of C5H9N3 in the gas phase, from the OMol25 dataset.

* frontier orbital gap: 9.4236 eV
* SMILES string: NCCc1c[nH]cn1

```
! wB97M-V def2-TZVPD RIJCOSX def2/J DEFGRID3
* xyz 0 1
N 0.13069 1.42629 2.52923
C 1.16846 1.15515 1.48715
C 1.06924 -0.27304 0.89307
C 0.25982 -0.48882 -0.22871
C 0.34252 -1.29436 -1.35689
N -0.74101 -1.07909 -2.18988
C -1.50488 -0.07580 -1.46247
N -0.95625 0.28112 -0.32706
H -0.09012 2.41753 2.52858
H -0.68870 0.94513 2.24396
H 1.33098 1.93644 0.63799
H 2.07231 1.12829 2.09053
H 0.71609 -0.96200 1.83115
H 2.18606 -0.60476 0.74002
H 1.17215 -1.93137 -1.63445
H -1.26984 -1.69235 -2.77372
H -2.47391 0.22612 -1.74301
*
```

=====

Taking the most stable structure as the zero point, the relative energies in kcal/mol are i 64.2; ii 154.9; iii 100.6; iv 0.0.

=====

--- i ---
The following is a quantum chemistry calculation of 2 unconnected molecules or ions with the total composition C8H8FO2S, from the OMol25 dataset.

* frontier orbital gap (spin up / spin down): 6.6732 / 6.6759 eV

```
! wB97M-V def2-TZVPD RIJCOSX def2/J DEFGRID3
* xyz -1 1
C -1.80696 1.67966 0.14003
C -2.28342 0.34470 0.17409
C -0.40782 1.88777 0.10037
C -1.38448 -0.68932 -0.00172
C 0.42967 0.77655 -0.17420
C -0.08969 -0.49612 -0.34074
C 0.84713 -1.63805 -0.56833
C 2.25746 -1.27314 0.12184
O 4.23621 1.53779 -0.66364
O 4.72952 0.38284 1.38650
F 0.30821 -2.72666 0.12779
S 4.44113 0.22803 -0.03851
H -2.57112 2.36372 0.34510
H -3.34533 0.01797 0.41644
H -0.16497 2.91910 0.33679
H -1.62453 -1.67206 0.14282
H 1.56889 0.77822 -0.20210
H 2.16491 -1.10236 1.15656
H 1.07011 -1.82258 -1.56697
H 3.07127 -2.12895 -0.11642
*
```

=====

--- ii ---
The following is a quantum chemistry calculation of a gas-phase ion, C8H8FO2S (charge -1), from the OMol25 dataset.

* frontier orbital gap: 7.0735 eV

```
! wB97M-V def2-TZVPD RIJCOSX def2/J DEFGRID3
* xyz -1 1
C 0.81058 -1.41814 1.29277
C -0.13543 -0.50849 1.30344
C 1.88028 -1.37962 0.29758
C -0.33400 0.43843 0.09384
C 1.86588 -0.43693 -0.63612
C 0.98197 0.78501 -0.52715
C 1.46360 2.00620 -0.87934
C -1.53554 -0.37109 -0.73911
O -3.12668 0.17890 1.42052
O -3.24750 1.48591 -0.72329
F -1.48515 -1.78004 -0.73403
S -3.30634 0.18699 -0.03776
H 0.82023 -2.11174 2.06688
H -1.03290 -0.68219 2.05196
H 2.54721 -2.31055 0.17981
H -0.87874 1.36681 0.40501
H 2.64160 -0.49149 -1.39575
H 2.46915 2.37781 -1.22960
H 0.89002 2.73286 -0.48055
H -1.28826 -0.06862 -1.72913
*
```

=====

Taking the most stable structure as the zero point, the relative energies in kcal/mol are i 0.0; ii 9.7.